# 1
A cluster of 2 separate species, BrClHOP in total, computed with ωB97M-V/def2-TZVPD.

ΔE to the lowest compared entry with this formula, charge and spin = 0.0009 eV
Net charge = 0
Frontier orbital gap (spin up / spin down) = 8.42 / 6.53 eV
Max |F| = 0.051 hartree/bohr
LUMO level (spin up / spin down) = 0.658 / -4.323 eV
Multiplicity = 3

Element x y z (Å)
O1 0.979807 -0.757076 0.517943
P1 -0.428107 -0.101687 0.922144
Cl1 -0.070051 2.442382 -0.457926
Br1 -1.624996 -1.058728 -0.515925
H1 1.143347 -0.524891 -0.466234

Cartesian forces (eV/Å) of the 3 atoms listed first:
1.219 0.616 -2.211
0.269 0.450 1.495
0.086 0.419 -0.179

# 2
A cluster of 2 separate species, C14H16O in total, computed with ωB97M-V/def2-TZVPD.

ΔE to the lowest compared entry with this formula, charge and spin = 0.3129 eV
Net charge = 0
Frontier orbital gap = 9.18 eV
Max |F| = 0.029 hartree/bohr
LUMO level = 0.832 eV

Element x y z (Å)
C1 2.402291 3.214578 2.055106
C2 1.508646 2.833221 0.895244
C3 0.530379 1.865236 1.002335
C4 -0.227889 1.459352 -0.092407
C5 0.067396 2.006330 -1.325816
O1 -0.590792 1.643395 -2.476082
C6 0.980801 3.051253 -1.452512
C7 1.710747 3.439535 -0.351610
H1 3.454957 3.034677 1.832107
H2 2.151931 2.604731 2.926998
H3 2.196018 4.244366 2.326955
H4 0.498276 1.356333 1.955026
H5 -0.862324 0.577621 -0.028534
H6 -1.005920 0.784401 -2.337317
H7 1.056290 3.487826 -2.435342
H8 2.422079 4.251792 -0.429091
C8 -0.030717 -2.242636 1.752323
C9 -0.777640 -2.422501 0.456588
C10 -0.187045 -2.096715 -0.764736
C11 -0.816005 -2.466498 -1.945989
C12 -2.011206 -3.167223 -1.891220
C13 -2.629064 -3.463165 -0.686558
C14 -2.020109 -3.015050 0.487438
H9 0.555602 -3.151424 1.916731
H10 -0.711106 -2.202446 2.601711
H11 0.657761 -1.402485 1.841233
H12 0.742997 -1.548859 -0.822062
H13 -0.372572 -2.256234 -2.906039
H14 -2.534143 -3.320059 -2.824565
H15 -3.644694 -3.823402 -0.690934
H16 -2.514952 -3.275940 1.411008

Cartesian forces (eV/Å) of the 3 atoms listed first:
-0.692 -0.537 0.074
0.504 0.287 -0.378
0.511 -0.171 0.156

# 3
A structure of composition C3H5N3OS, computed with ωB97M-V/def2-TZVPD.

ΔE to the lowest compared entry with this formula, charge and spin = 2.1492 eV
Net charge = 0
Frontier orbital gap = 8.44 eV
Max |F| = 0.060 hartree/bohr
LUMO level = -0.360 eV

Element x y z (Å)
C1 -0.745777 0.416105 -0.149508
C2 -1.087556 -0.929628 0.482360
C3 1.249410 0.624677 0.973204
H1 -2.429509 0.060098 -1.316942
H2 -1.615968 1.658609 -1.538988
H3 -0.420548 -1.233881 1.411160
H4 1.144612 1.048329 1.974940
H5 3.229915 -1.336209 -0.855824
N1 -1.813989 0.847282 -0.930575
N2 0.291988 1.119178 0.087787
N3 2.135865 -0.189915 0.697049
O1 -2.056532 -1.517281 0.111364
S1 2.118086 -0.567362 -0.946026

Cartesian forces (eV/Å) of the 3 atoms listed first:
-1.309 0.492 -0.691
1.201 0.295 1.742
-2.275 1.597 1.387

# 4
A structure of composition C22H24Br2IrN2O2Si, computed with ωB97M-V/def2-TZVPD.

ΔE to the lowest compared entry with this formula, charge and spin = 0.0681 eV
Net charge = +2
Frontier orbital gap (spin up / spin down) = 8.29 / 6.71 eV
Max |F| = 0.012 hartree/bohr
LUMO level (spin up / spin down) = -5.760 / -8.428 eV
Multiplicity = 6

Element x y z (Å)
Ir1 0.307206 -0.534282 0.146429
C1 5.806283 0.704732 1.185411
C2 4.523019 0.991610 0.453241
C3 4.406831 2.026896 -0.469565
C4 3.206163 2.277824 -1.123950
C5 2.156025 1.454414 -0.814276
Br1 0.435939 1.629929 -1.579194
N1 2.227925 0.445604 0.057833
C6 3.393587 0.222263 0.683701
H1 6.613119 1.336191 0.821033
H2 6.106694 -0.335331 1.058715
H3 5.690361 0.890979 2.253946
H4 5.266389 2.650231 -0.685411
H5 3.098731 3.079148 -1.840688
H6 3.410946 -0.604508 1.383682
C7 -0.251580 -3.277416 -3.562129
Si1 0.505551 -3.130382 -1.889925
C8 2.090077 -2.170773 -2.000603
C9 0.784112 -4.743149 -1.016467
N2 -0.585298 -2.109026 -0.839451
C10 -1.896467 -2.350024 -0.630906
C11 -2.757429 -1.360671 -0.066190
C12 -4.084173 -1.624273 0.147071
C13 -4.609907 -2.883162 -0.171776
C14 -3.789950 -3.878539 -0.711819
C15 -2.464360 -3.625088 -0.946697
H7 0.430315 -3.851342 -4.196855
H8 -0.382533 -2.293498 -4.019346
H9 -1.214493 -3.786542 -3.569148
H10 2.734656 -2.674050 -2.728794
H11 2.639788 -2.150211 -1.055835
H12 1.944512 -1.148083 -2.362417
H13 1.816088 -5.068593 -1.169074
H14 0.135404 -5.536047 -1.394933
H15 0.610439 -4.653244 0.058952
H16 -2.366574 -0.373483 0.153054
H17 -4.729927 -0.855860 0.549414
H18 -5.658051 -3.087090 0.000816
H19 -4.202537 -4.851476 -0.940792
H20 -1.828567 -4.407122 -1.334689
Br2 -1.156484 0.020700 5.982876
C16 0.040511 -1.126930 5.095181
C17 0.778104 -2.065418 5.786323
C18 1.628646 -2.886185 5.057024
C19 1.730212 -2.766833 3.673186
C20 0.978614 -1.810868 3.016958
C21 0.120744 -0.972476 3.720019
C22 -0.708977 0.055130 3.060713
O1 -1.493770 0.757228 3.788330
O2 -0.690590 0.297949 1.828781
H21 0.697259 -2.165053 6.859935
H22 2.213323 -3.631513 5.578998
H23 2.388045 -3.423883 3.120072
H24 1.029641 -1.688786 1.934365

Cartesian forces (eV/Å) of the 3 atoms listed first:
0.254 -0.370 -0.082
-0.073 0.027 -0.036
0.119 -0.044 0.087

# 5
A cluster of 2 separate species, C3H12N2S in total, computed with ωB97M-V/def2-TZVPD.

ΔE to the lowest compared entry with this formula, charge and spin = 1.2605 eV
Net charge = 0
Frontier orbital gap = 9.50 eV
Max |F| = 0.058 hartree/bohr
LUMO level = 0.789 eV

Element x y z (Å)
C1 0.461436 -1.718146 -1.945034
S1 1.221640 -2.029717 -0.333438
C2 2.269699 -0.568564 -0.156719
H1 -0.142860 -2.659004 -2.115901
H2 1.298893 -1.470259 -2.708781
H3 -0.125125 -0.804524 -2.002472
H4 2.591313 -0.376725 0.920646
H5 3.286285 -0.665754 -0.640883
H6 1.779779 0.272149 -0.856381
N1 -0.527230 1.233463 2.072974
C3 -1.893590 1.075926 1.521335
N2 -2.053617 0.935978 0.000286
H7 0.009886 0.339503 1.943424
H8 -0.021685 1.770743 1.307667
H9 -2.418723 0.196779 1.955642
H10 -2.396767 2.068565 1.887294
H11 -2.108103 1.835350 -0.399369
H12 -1.231232 0.564237 -0.450290

Cartesian forces (eV/Å) of the 3 atoms listed first:
1.431 -0.129 -1.007
-0.007 0.207 0.326
1.130 1.471 -1.583

# 6
The ion C7H12FN4O4 with charge +1, computed with ωB97M-V/def2-TZVPD.

Net charge = +1
Frontier orbital gap = 6.92 eV
Max |F| = 0.042 hartree/bohr
LUMO level = -5.850 eV

Element x y z (Å)
C1 2.157238 -1.725339 0.438535
C2 2.619747 -1.085334 -0.863184
O1 3.003172 0.272615 -0.766482
C3 2.115398 1.103678 -0.081510
C4 0.725449 1.127127 -0.701943
O2 -0.099449 2.128185 -0.109518
C5 -0.668278 1.767455 1.079291
N1 -1.604801 0.609851 0.940679
N2 -1.721542 -0.322409 1.948493
C6 -2.559797 -1.148295 1.503394
F1 -2.943145 -2.198791 2.128617
N3 -3.022210 -0.832554 0.260978
C7 -2.380258 0.323286 -0.058297
O3 -2.519334 1.019518 -1.125543
N4 -3.097633 0.187154 -2.300357
O4 -2.284480 -0.039256 -3.046048
H1 1.165579 -1.395744 0.740280
H2 2.846116 -1.480917 1.234113
H3 2.105891 -2.795326 0.298431
H4 1.872309 -1.257294 -1.640913
H5 3.500563 -1.622078 -1.183185
H6 2.491385 2.112086 -0.198175
H7 2.091995 0.920442 0.992952
H8 0.255619 0.146269 -0.731680
H9 0.859477 1.426922 -1.732444
H10 -1.264013 2.595988 1.434113
H11 0.044299 1.489967 1.848959
H12 -3.689296 -1.327205 -0.309555

Cartesian forces (eV/Å) of the 3 atoms listed first:
-0.134 0.463 -0.280
-0.019 -0.624 0.329
-0.069 -0.121 -0.053

# 7
A structure of composition C19H31BN5PdS2, computed with ωB97M-V/def2-TZVPD.

ΔE to the lowest compared entry with this formula, charge and spin = 0.3066 eV
Net charge = -1
Frontier orbital gap = 6.63 eV
Max |F| = 0.016 hartree/bohr
LUMO level = 2.413 eV

Element x y z (Å)
Pd1 0.398203 0.429585 -1.125800
B1 1.374305 3.067599 -3.115098
N1 2.507721 2.019606 -2.941389
C1 3.776889 2.061909 -3.369646
C2 4.376112 0.847606 -3.091641
C3 3.364634 0.105130 -2.472945
N2 2.248136 0.820285 -2.395192
N3 0.814152 3.481301 -1.717635
C4 0.588375 4.727086 -1.277198
C5 -0.100802 4.658649 -0.081020
C6 -0.257035 3.286754 0.141119
N4 0.297128 2.594736 -0.846377
H1 1.853958 4.060873 -3.618482
H2 0.487185 2.578416 -3.773446
H3 4.160283 2.954106 -3.835287
H4 5.390909 0.551328 -3.292806
H5 3.391277 -0.893676 -2.066440
H6 0.931279 5.569657 -1.854307
H7 -0.432837 5.474355 0.537120
H8 -0.704224 2.756520 0.965393
C7 -0.887008 1.308210 4.005938
C8 -0.298550 -0.011521 3.490413
C9 -1.240877 -1.164331 3.864228
C10 1.067848 -0.247621 4.148563
C11 -0.135170 0.051817 2.026853
C12 0.060199 0.131022 0.827334
H9 -0.999272 1.280725 5.093867
H10 -1.866032 1.489813 3.559071
H11 -0.235735 2.142514 3.742000
H12 -1.356183 -1.230612 4.950075
H13 -0.848683 -2.113979 3.496738
H14 -2.227139 -1.008793 3.422018
H15 0.967853 -0.290202 5.237447
H16 1.756986 0.556789 3.889477
H17 1.500383 -1.185843 3.798212
S1 -1.945054 0.499111 -2.762379
C13 -2.941207 -0.333431 -1.741421
N5 -2.712119 -0.656469 -0.475207
C14 -3.769497 -1.279512 0.285621
C15 -4.665789 -1.970789 -0.736104
S2 -4.537576 -0.940488 -2.227059
H18 -1.811183 -0.384264 -0.051746
H19 -4.330288 -0.524724 0.848875
H20 -3.341630 -1.991341 0.992681
H21 -5.700926 -2.026543 -0.405328
H22 -4.302576 -2.973383 -0.961113
C16 -0.082531 -3.090090 0.411891
C17 1.044281 -2.563820 -0.475179
C18 1.707000 -3.748189 -1.189091
C19 0.541489 -1.548058 -1.499787
H23 0.284846 -3.844429 1.114665
H24 -0.850488 -3.560884 -0.210128
H25 -0.534835 -2.280891 0.986887
H26 1.793476 -2.078941 0.158314
H27 0.983035 -4.249177 -1.839355
H28 2.088202 -4.488044 -0.478201
H29 2.538340 -3.420953 -1.817937
H30 -0.417497 -1.890123 -1.906982
H31 1.238288 -1.514382 -2.343103

Cartesian forces (eV/Å) of the 3 atoms listed first:
0.583 0.240 0.567
0.035 0.072 0.015
-0.113 -0.122 0.032

# 8
A structure of composition C21H35FP2Pb, computed with ωB97M-V/def2-TZVPD.

ΔE to the lowest compared entry with this formula, charge and spin = 0.0000 eV
Net charge = 0
Frontier orbital gap = 7.37 eV
Max |F| = 0.037 hartree/bohr
LUMO level = 0.273 eV

Element x y z (Å)
P1 0.314099 -1.772686 -3.561711
P2 0.199879 1.353851 -3.461952
C1 -0.068504 -0.874574 -5.171829
C2 0.453791 0.561298 -5.149427
H1 -1.162738 -0.900628 -5.295409
H2 0.390740 -1.448665 -5.989448
H3 1.534763 0.598375 -5.358216
H4 -0.068829 1.182889 -5.890842
C3 -1.403465 2.185012 -3.827235
H5 -1.615614 2.897495 -3.018828
H6 -2.205180 1.435895 -3.868868
H7 -1.343121 2.720776 -4.785009
C4 1.314165 2.796587 -3.704566
H8 1.081980 3.316716 -4.646234
H9 2.355190 2.442490 -3.718848
H10 1.175269 3.484084 -2.857884
C5 -0.814125 -3.202029 -3.819091
H11 -0.612421 -3.943761 -3.033248
H12 -0.652035 -3.656115 -4.808284
H13 -1.853307 -2.853374 -3.732227
C6 1.883997 -2.568978 -4.103392
H14 2.679205 -1.813816 -4.153383
H15 1.751127 -3.038357 -5.088194
H16 2.156041 -3.333323 -3.363476
Pb1 0.855776 -0.653581 3.782214
C7 0.775121 1.261627 1.107704
C8 -0.558343 1.148488 1.060443
C9 -1.354671 0.342462 0.086953
C10 -1.746171 -1.085805 0.548968
C11 -0.664682 -1.903098 1.173910
C12 0.646202 -1.830425 0.893279
C13 1.313160 -0.963658 -0.132475
C14 1.757525 0.454536 0.315270
C15 0.308461 -2.442217 4.965880
H17 1.227686 2.025634 1.756860
H18 -1.174723 1.695957 1.783361
H19 -0.862364 0.299364 -0.894472
H20 -2.306117 0.879626 -0.070400
H21 -2.571468 -0.994594 1.274440
H22 -2.158812 -1.612761 -0.329872
H23 -1.026948 -2.644091 1.902009
H24 1.341004 -2.520191 1.394614
H25 0.710794 -0.883392 -1.048696
H26 2.233989 -1.486106 -0.441495
H27 2.682961 0.352496 0.907130
H28 2.036921 1.008750 -0.599848
H29 0.893428 -2.509779 5.900531
H30 0.482327 -3.320094 4.331117
H31 -0.759860 -2.356443 5.194047
F1 -1.313064 3.319280 8.173043
C16 -0.970819 2.604818 7.049263
C17 0.343589 2.672912 6.596413
C18 0.686560 1.915591 5.457555
C19 -0.245323 1.050311 4.906286
C20 -1.570486 1.065345 5.299694
C21 -1.950719 1.844458 6.416972
H32 1.063852 3.310207 7.097329
H33 1.685003 2.016803 5.021800
H34 -2.327000 0.493218 4.753569
H35 -2.973695 1.875189 6.774184

Cartesian forces (eV/Å) of the 3 atoms listed first:
-0.296 -0.310 -0.719
0.164 0.339 -0.515
0.063 -0.266 0.385

Number 1: E -93915.3108 eV. Number 2: E -16824.9223 eV. Number 3: E -20543.5100 eV. Number 4: E -181062.9786 eV. Number 5: E -17119.5858 eV. Number 6: E -24309.9536 eV. Number 7: E -53484.7728 eV. Number 8: E -48883.9850 eV.